{"formula": "C3H5NO", "method": "wB97M-V/def2-TZVPD", "symbols": ["N", "C", "C", "C", "O", "H", "H", "H", "H", "H"], "xyz": [[2.127, -0.613, 0.509], [1.049, -0.781, 0.113], [-0.411, -0.779, -0.044], [-0.674, 0.651, 0.514], [0.487, 1.401, 0.205], [-0.813, -1.628, 0.524], [-0.723, -0.864, -1.090], [-0.883, 0.618, 1.594], [-1.550, 1.102, 0.021], [1.330, 0.925, 0.556]], "mulliken_charge": [-0.53, 0.44, -0.36, -0.33, -0.57, 0.29, 0.23, 0.24, 0.28, 0.32], "lumo_ev": 0.82, "mol_weight_g_mol": 71.1, "spin_multiplicity": 1, "max_force_ev_per_a": 2.8, "homo_energy_ha": -0.3856, "e_above_lowest_ev": 1.4263, "orbital_gap_ev": 11.32}



{"formula": "C23H26N2O7S", "method": "wB97M-V/def2-TZVPD", "symbols": ["O", "C", "C", "O", "C", "O", "C", "C", "C", "C", "C", "C", "S", "O", "O", "N", "C", "C", "C", "C", "C", "C", "C", "N", "C", "C", "C", "C", "C", "C", "O", "C", "O", "H", "H", "H", "H", "H", "H", "H", "H", "H", "H", "H", "H", "H", "H", "H", "H", "H", "H", "H", "H", "H", "H", "H", "H", "H", "H"], "xyz": [[-3.252, -2.408, -2.481], [-3.456, -1.921, -1.393], [-4.792, -1.220, -1.091], [-4.750, -0.488, 0.129], [-4.994, 0.831, 0.087], [-5.336, 1.424, -0.898], [-4.747, 1.459, 1.439], [-3.613, 2.493, 1.319], [-2.314, 1.844, 0.926], [-1.401, 1.443, 1.896], [-0.192, 0.872, 1.533], [0.095, 0.690, 0.195], [1.691, 0.080, -0.329], [1.522, -0.825, -1.425], [2.418, -0.381, 0.826], [2.319, 1.506, -0.949], [2.798, 2.435, 0.052], [4.212, 2.100, 0.531], [5.156, 2.002, -0.665], [4.618, 0.973, -1.658], [3.205, 1.361, -2.087], [-0.811, 1.050, -0.784], [-2.013, 1.629, -0.417], [-2.627, -1.932, -0.329], [-1.335, -2.463, -0.202], [-0.684, -3.113, -1.239], [0.605, -3.612, -1.074], [1.210, -3.428, 0.143], [0.548, -2.786, 1.192], [-0.724, -2.301, 1.050], [1.349, -2.764, 2.296], [2.595, -3.275, 1.866], [2.454, -3.809, 0.567], [-5.573, -1.984, -1.010], [-5.041, -0.550, -1.920], [-5.660, 1.966, 1.756], [-4.492, 0.684, 2.161], [-3.500, 3.001, 2.278], [-3.900, 3.227, 0.565], [-1.630, 1.596, 2.941], [0.533, 0.560, 2.269], [2.091, 2.405, 0.884], [2.775, 3.437, -0.391], [4.180, 1.142, 1.051], [4.551, 2.867, 1.229], [6.155, 1.718, -0.331], [5.227, 2.977, -1.156], [4.578, -0.009, -1.182], [5.265, 0.909, -2.534], [2.767, 0.593, -2.724], [3.214, 2.316, -2.624], [-0.557, 0.875, -1.816], [-2.718, 1.932, -1.177], [-2.974, -1.472, 0.503], [-1.182, -3.221, -2.187], [1.117, -4.106, -1.882], [-1.230, -1.809, 1.865], [3.331, -2.455, 1.849], [2.923, -4.067, 2.555]], "mulliken_charge": [-0.67, 0.61, -0.58, -0.42, 0.57, -0.59, -0.45, -1.56, 0.71, -0.72, -0.03, 0.24, 1.25, -0.63, -0.68, 0.17, -0.72, -0.45, -0.84, -0.28, -1.00, -1.26, -0.69, 0.07, 0.45, -0.36, -1.31, 1.36, 0.50, -1.24, -0.57, -0.34, -0.53, 0.30, 0.39, 0.39, 0.35, 0.47, 0.40, 0.44, 0.57, 0.24, 0.48, 0.17, 0.43, 0.40, 0.31, 0.19, 0.43, 0.42, 0.45, 0.53, 0.48, 0.13, 0.57, 0.44, 0.48, 0.23, 0.30], "lumo_ev": 0.41, "mol_weight_g_mol": 474.5, "spin_multiplicity": 1, "max_force_ev_per_a": 1.3, "homo_energy_ha": -0.2743, "e_above_lowest_ev": 0.5210, "orbital_gap_ev": 7.88}



{"formula": "C33H46F2FeN9O7", "method": "wB97M-V/def2-TZVPD", "symbols": ["Fe", "C", "C", "N", "C", "C", "N", "C", "C", "C", "N", "C", "C", "N", "C", "H", "H", "H", "H", "H", "H", "H", "H", "H", "H", "H", "H", "H", "H", "H", "H", "H", "H", "H", "H", "H", "H", "H", "H", "F", "C", "C", "C", "C", "O", "C", "C", "N", "C", "C", "C", "C", "C", "C", "N", "C", "C", "N", "C", "C", "C", "O", "O", "H", "H", "H", "H", "H", "H", "H", "H", "H", "H", "H", "H", "H", "H", "H", "H", "H", "H", "F", "C", "C", "N", "C", "C", "O", "O", "C", "O", "N", "C", "O", "H", "H", "H", "H"], "xyz": [[-2.319, 1.357, 0.893], [-3.125, 3.759, 3.835], [-1.813, 3.000, 3.625], [-1.954, 1.623, 3.114], [-2.764, 0.725, 3.957], [-4.214, 0.746, 3.529], [-4.299, 0.513, 2.083], [-5.696, 0.471, 1.596], [-5.980, 1.255, 0.321], [-5.025, 1.016, -0.839], [-3.732, 1.738, -0.754], [-3.768, 3.186, -1.034], [-4.180, 3.981, 0.194], [-3.424, 3.533, 1.364], [-4.067, 3.891, 2.625], [-2.829, 4.754, 4.167], [-3.678, 3.324, 4.669], [-1.299, 2.977, 4.591], [-1.171, 3.532, 2.927], [-1.024, 1.220, 3.035], [-2.673, 0.995, 5.012], [-2.377, -0.282, 3.833], [-4.678, 1.701, 3.758], [-4.766, -0.017, 4.090], [-3.900, -0.393, 1.895], [-6.343, 0.883, 2.373], [-5.994, -0.571, 1.460], [-6.036, 2.313, 0.551], [-6.981, 0.967, -0.008], [-5.519, 1.309, -1.770], [-4.793, -0.044, -0.906], [-3.119, 1.293, -1.433], [-4.446, 3.416, -1.861], [-2.764, 3.486, -1.336], [-5.240, 3.870, 0.399], [-4.013, 5.044, -0.005], [-2.495, 3.942, 1.306], [-4.955, 3.266, 2.735], [-4.427, 4.924, 2.582], [2.569, -3.194, 0.563], [2.643, -2.041, -0.129], [1.582, -1.188, -0.057], [1.654, 0.089, -0.618], [0.517, 0.993, -0.498], [-0.655, 0.582, -0.313], [0.858, 2.357, -0.621], [2.053, 2.715, -1.164], [3.013, 1.852, -1.549], [4.125, 2.451, -2.289], [4.886, 1.773, -3.382], [5.580, 2.155, -2.096], [2.866, 0.511, -1.197], [3.887, -0.434, -1.354], [3.791, -1.733, -0.880], [4.852, -2.633, -1.134], [4.825, -3.984, -0.541], [6.038, -4.778, -1.029], [7.171, -3.824, -1.266], [6.873, -2.928, -2.443], [5.366, -2.688, -2.502], [-0.073, 3.410, -0.133], [0.112, 4.580, -0.405], [-1.035, 2.973, 0.630], [0.689, -1.474, 0.488], [2.241, 3.769, -1.320], [3.902, 3.490, -2.470], [5.088, 2.354, -4.271], [4.679, 0.734, -3.591], [6.245, 3.008, -2.109], [5.889, 1.393, -1.397], [4.814, -0.151, -1.817], [3.929, -4.547, -0.812], [4.861, -3.888, 0.542], [5.849, -5.293, -1.967], [6.337, -5.512, -0.286], [8.050, -4.320, -1.408], [7.274, -3.244, -0.432], [7.231, -3.414, -3.348], [7.424, -2.003, -2.294], [4.863, -3.480, -3.068], [5.187, -1.759, -3.031], [-0.163, -2.851, -3.671], [-0.258, -3.345, -2.436], [-1.197, -2.920, -1.590], [-1.284, -3.395, -0.294], [-2.291, -2.850, 0.610], [-2.208, -1.333, 0.746], [-2.937, -0.660, -0.028], [-1.507, -0.767, 1.620], [-0.447, -4.399, 0.173], [-0.496, -4.847, 1.294], [0.451, -4.860, -0.774], [0.727, -4.335, -2.031], [1.698, -4.682, -2.671], [-1.918, -2.166, -1.878], [-2.149, -3.328, 1.575], [-3.280, -3.079, 0.215], [1.088, -5.565, -0.434]], "mulliken_spin": [3.96, 0.00, 0.00, 0.14, 0.02, 0.00, 0.13, 0.01, 0.00, 0.01, 0.16, 0.02, -0.01, 0.15, -0.01, 0.00, 0.00, 0.01, 0.00, 0.00, 0.00, 0.00, 0.00, 0.00, -0.01, 0.00, 0.00, 0.00, 0.00, 0.00, 0.00, -0.01, 0.00, 0.00, 0.00, 0.00, -0.01, 0.00, 0.01, 0.00, 0.00, 0.00, 0.00, 0.01, 0.10, -0.01, 0.00, 0.00, 0.00, 0.00, 0.00, 0.00, 0.00, 0.00, 0.00, 0.00, 0.00, 0.00, 0.00, 0.00, 0.02, 0.02, 0.10, 0.00, 0.00, 0.00, 0.00, 0.00, 0.00, 0.00, 0.00, 0.00, 0.00, 0.00, 0.00, 0.00, 0.00, 0.00, 0.00, 0.00, 0.00, 0.00, 0.00, 0.00, 0.00, 0.01, -0.03, 0.10, 0.08, 0.00, 0.00, 0.00, 0.00, 0.00, 0.00, 0.00, 0.00, 0.00], "lumo_ev": [-4.65, -5.49], "s_squared": 8.759, "mol_weight_g_mol": 774.6, "spin_multiplicity": 6, "max_force_ev_per_a": 0.8, "homo_energy_ha": [-0.4792, -0.4792], "charge": 2, "e_above_lowest_ev": 0.4756, "orbital_gap_ev": [8.39, 7.55]}



{"formula": "C4H7N3S", "method": "wB97M-V/def2-TZVPD", "symbols": ["S", "C", "N", "C", "N", "N", "C", "C", "H", "H", "H", "H", "H", "H", "H"], "xyz": [[4.047, -0.288, -0.003], [2.443, 0.128, -0.154], [1.479, -0.757, 0.091], [0.133, -0.426, -0.035], [-0.706, -1.407, 0.008], [-1.875, -0.918, -0.353], [-1.860, 0.478, 0.245], [-0.399, 0.908, -0.131], [2.286, 1.148, -0.367], [1.840, -1.770, 0.148], [-2.536, -1.394, 0.145], [-1.960, 0.432, 1.317], [-2.690, 0.981, -0.272], [-0.374, 1.265, -1.235], [0.173, 1.620, 0.598]], "mulliken_charge": [-0.33, -0.27, -0.13, 0.47, -0.60, -0.26, -0.58, -0.37, 0.30, 0.33, 0.25, 0.32, 0.30, 0.21, 0.35], "lumo_ev": 0.33, "mol_weight_g_mol": 129.2, "spin_multiplicity": 1, "max_force_ev_per_a": 4.2, "homo_energy_ha": -0.2988, "e_above_lowest_ev": 2.8274, "orbital_gap_ev": 8.46}



{"formula": "C2H12O3S", "method": "wB97M-V/def2-TZVPD", "symbols": ["C", "S", "C", "H", "H", "H", "H", "H", "H", "O", "H", "H", "O", "H", "H", "O", "H", "H"], "xyz": [[-1.033, -0.638, 3.142], [-0.110, 0.183, 1.700], [0.942, 1.222, 2.745], [-0.205, -1.164, 3.595], [-1.627, 0.008, 3.777], [-1.662, -1.310, 2.574], [0.334, 1.846, 3.398], [1.512, 1.918, 2.134], [1.592, 0.565, 3.317], [-1.115, -1.847, -1.395], [-0.354, -1.260, -1.398], [-1.149, -2.257, -0.539], [-0.156, 1.299, -4.740], [-0.501, 0.420, -4.888], [-0.120, 1.643, -5.630], [1.428, -0.313, -1.842], [1.969, -0.511, -2.611], [1.031, 0.542, -2.066]], "mulliken_charge": [-0.84, -0.01, -0.86, 0.29, 0.30, 0.25, 0.29, 0.30, 0.28, -0.64, 0.35, 0.30, -0.62, 0.32, 0.31, -0.65, 0.28, 0.33], "lumo_ev": 0.59, "mol_weight_g_mol": 116.2, "spin_multiplicity": 1, "max_force_ev_per_a": 2.5, "homo_energy_ha": -0.3119, "e_above_lowest_ev": 0.7027, "orbital_gap_ev": 9.08}



{"formula": "C12H31AlNO5", "method": "wB97M-V/def2-TZVPD", "symbols": ["C", "C", "C", "O", "C", "Al", "C", "O", "C", "O", "C", "C", "O", "H", "H", "H", "H", "H", "H", "H", "H", "H", "H", "H", "H", "H", "H", "H", "H", "H", "H", "H", "H", "C", "C", "C", "O", "C", "N", "H", "H", "H", "H", "H", "H", "H", "H", "H", "H", "H"], "xyz": [[1.998, -3.516, 1.205], [1.995, -2.102, 0.611], [3.019, -1.186, 1.278], [2.784, 0.177, 1.068], [1.712, 0.724, 1.861], [1.594, 2.762, 1.817], [-0.333, 3.213, 2.307], [-1.293, 2.621, 1.400], [-2.570, 2.424, 1.898], [-3.137, 1.255, 1.369], [-2.261, 0.142, 1.390], [-2.998, -1.151, 1.753], [-4.406, -1.024, 1.580], [1.789, -4.265, 0.438], [1.216, -3.614, 1.957], [2.960, -3.761, 1.656], [0.999, -1.667, 0.709], [2.207, -2.141, -0.461], [4.004, -1.403, 0.851], [3.068, -1.405, 2.357], [1.855, 0.411, 2.909], [0.758, 0.281, 1.541], [2.553, 3.413, 2.965], [1.907, 3.356, 0.339], [-0.480, 4.302, 2.301], [-0.546, 2.883, 3.335], [-2.550, 2.372, 2.998], [-3.244, 3.233, 1.591], [-1.795, 0.032, 0.412], [-1.477, 0.303, 2.131], [-2.609, -1.955, 1.121], [-2.775, -1.409, 2.795], [-4.802, -1.858, 1.834], [-0.037, 1.172, -2.087], [0.406, -0.287, -2.088], [0.973, -0.768, -3.426], [0.007, -1.013, -4.437], [-0.428, 0.131, -5.142], [-0.687, -1.143, -1.613], [-0.999, 1.319, -2.583], [-0.142, 1.521, -1.059], [0.706, 1.804, -2.577], [1.223, -0.371, -1.364], [1.470, -1.729, -3.268], [1.729, -0.062, -3.798], [0.385, 0.853, -5.267], [-1.265, 0.627, -4.643], [-0.760, -0.200, -6.127], [-0.343, -2.092, -1.488], [-1.382, -1.208, -2.351]], "mulliken_charge": [-1.45, 1.23, -0.77, -0.36, -0.02, 0.16, -0.70, -0.21, -0.41, -0.42, 0.53, -0.57, -0.51, 0.37, 0.32, 0.35, -0.42, -0.11, 0.27, 0.41, 0.36, -0.29, -0.37, -0.32, 0.30, 0.29, 0.41, 0.19, -0.25, 0.17, 0.28, 0.33, 0.30, -1.64, 1.32, -1.00, -0.40, -0.64, -0.42, 0.33, 0.17, 0.39, -0.30, 0.31, 0.45, 0.29, 0.24, 0.26, 0.28, 0.27], "lumo_ev": 2.78, "mol_weight_g_mol": 296.4, "spin_multiplicity": 1, "max_force_ev_per_a": 0.3, "homo_energy_ha": -0.1790, "charge": -1, "orbital_gap_ev": 7.65}